P.
{"formula": "C4H6O2S2", "method": "the ωB97M-V functional and the def2-TZVPD basis", "smiles": "CS[C@@H]1COC(=O)S1", "lumo_ha": 0.0183, "mol_weight_g_mol": 150.22, "homo_ev": -9.3, "homo_lumo_gap_ev": 9.7910, "species": ["C", "S", "C", "C", "O", "C", "O", "S", "H", "H", "H", "H", "H", "H"], "xyz": [[1.776, -1.681, 0.062], [1.380, -0.120, 0.905], [-0.378, -0.119, 0.626], [-0.816, 0.280, -0.814], [-0.883, 1.685, -1.008], [-1.141, 2.349, 0.159], [-1.384, 3.527, 0.194], [-1.120, 1.316, 1.585], [1.180, -2.399, 0.668], [1.517, -1.696, -0.977], [2.880, -1.779, 0.236], [-0.917, -1.061, 0.903], [-1.839, -0.133, -0.889], [-0.258, -0.170, -1.651]]}

=====

Q.
{"formula": "C4H6O2S2", "method": "the ωB97M-V functional and the def2-TZVPD basis", "lumo_ha": -0.0429, "mol_weight_g_mol": 150.22, "homo_ev": -8.3, "homo_lumo_gap_ev": 7.1333, "species": ["C", "C", "C", "C", "O", "O", "S", "S", "H", "H", "H", "H", "H", "H"], "xyz": [[1.389, -2.470, -0.199], [0.905, -1.315, -0.515], [-0.903, 0.400, -0.025], [0.433, -0.249, 0.443], [3.819, 0.485, -1.137], [3.731, 1.610, 1.068], [1.672, -3.967, 0.239], [4.474, 1.067, -0.008], [1.263, -0.729, -1.456], [-0.846, 1.093, -0.906], [-1.271, 0.794, 0.887], [-1.649, -0.465, -0.328], [0.511, -0.759, 1.500], [1.019, 0.671, 0.562]]}

=====

R.
{"formula": "C4H6O2S2", "method": "the ωB97M-V functional and the def2-TZVPD basis", "lumo_ha": -0.0196, "mol_weight_g_mol": 150.22, "homo_ev": -9.3, "homo_lumo_gap_ev": 8.7769, "species": ["C", "C", "C", "C", "O", "O", "S", "S", "H", "H", "H", "H", "H", "H"], "xyz": [[0.769, -0.163, -0.581], [-0.810, -0.084, 0.477], [0.884, 0.595, -1.844], [-0.760, 0.334, 1.871], [1.579, -1.559, 1.379], [-2.122, -1.062, -1.500], [2.003, -1.037, 0.056], [-2.193, -0.618, -0.091], [0.295, 1.525, -1.944], [0.688, 0.043, -2.688], [1.925, 0.889, -1.911], [-0.451, -0.439, 2.623], [-1.817, 0.403, 2.134], [0.008, 1.174, 2.020]]}

=====

Least stable of them? R.

=====

P.
{"formula": "C4H6O2S2", "method": "the ωB97M-V functional and the def2-TZVPD basis", "lumo_ha": -0.0228, "mol_weight_g_mol": 150.22, "homo_ev": -9.2, "homo_lumo_gap_ev": 8.5574, "species": ["C", "C", "C", "C", "O", "O", "S", "S", "H", "H", "H", "H", "H", "H"], "xyz": [[0.722, -1.185, 0.479], [1.373, -0.543, 1.422], [-0.205, 0.991, -0.892], [-1.650, 0.664, -0.906], [2.301, 0.331, -1.146], [-2.376, -0.229, 1.521], [1.005, -0.362, -1.244], [-2.755, 0.093, 0.163], [1.375, -1.320, 2.394], [2.057, 0.277, 1.505], [0.105, 1.707, -1.561], [0.041, 1.194, 0.109], [-1.951, 0.353, -1.912], [-0.042, -1.972, 0.067]]}

=====

Q.
{"formula": "C4H6O2S2", "method": "the ωB97M-V functional and the def2-TZVPD basis", "lumo_ha": 0.0126, "mol_weight_g_mol": 150.22, "homo_ev": -9.5, "homo_lumo_gap_ev": 9.8563, "species": ["C", "C", "C", "C", "O", "O", "S", "S", "H", "H", "H", "H", "H", "H"], "xyz": [[0.437, 1.177, 1.214], [0.784, 1.016, -1.396], [-0.667, 0.300, 0.736], [-0.853, 0.105, -0.672], [2.055, -0.732, 0.123], [3.021, 1.527, 0.076], [-2.181, 1.016, 0.020], [1.800, 0.682, -0.016], [0.114, 2.149, 1.174], [0.670, 0.986, 2.159], [1.094, 0.646, -2.388], [0.537, 2.055, -1.304], [-0.820, -0.497, 1.494], [-0.867, -0.666, -1.361]]}

=====

Least stable of them? P.

=====

P.
{"formula": "C3H9N2S", "method": "the ωB97M-V functional and the def2-TZVPD basis", "lumo_ha": -0.1883, "mol_weight_g_mol": 105.19, "homo_ev": -12.5, "homo_lumo_gap_ev": 7.3560, "charge": 1, "species": ["C", "C", "C", "N", "N", "S", "H", "H", "H", "H", "H", "H", "H", "H", "H"], "xyz": [[-0.061, -0.765, 0.923], [-0.285, -1.975, -1.540], [0.455, 1.592, -0.601], [-0.135, -0.745, 2.253], [0.353, 2.724, 0.041], [-0.221, -2.414, 0.200], [0.267, 0.711, -0.068], [0.436, -2.575, -1.937], [-0.084, -0.941, -1.770], [-1.355, -2.290, -1.912], [0.692, 1.676, -1.604], [-0.317, 0.109, 2.710], [0.246, 2.784, 0.988], [-0.407, -1.584, 2.771], [0.415, 3.694, -0.454]]}

=====

Q.
{"formula": "C3H9N2S", "method": "the ωB97M-V functional and the def2-TZVPD basis", "lumo_ha": [-0.2616, -0.2660], "mol_weight_g_mol": 105.19, "homo_ev": [-14.1, -13.9], "homo_lumo_gap_ev": [7.0045, 6.6154], "charge": 1, "species": ["C", "C", "C", "N", "N", "S", "H", "H", "H", "H", "H", "H", "H", "H", "H"], "xyz": [[1.273, 0.140, -0.155], [-0.736, 0.932, -1.506], [0.088, 0.825, -0.329], [2.036, 0.157, 0.951], [-1.391, -1.143, 1.104], [1.706, -0.848, -1.465], [-0.415, 1.713, -2.107], [-1.883, 0.936, -1.268], [-0.410, 0.087, -2.097], [-0.181, 1.504, 0.357], [1.858, 0.668, 1.768], [2.705, -0.628, 1.124], [-1.356, -1.182, 2.096], [-0.906, -1.914, 0.644], [-2.388, -1.247, 0.884]]}

=====

R.
{"formula": "C3H9N2S", "method": "the ωB97M-V functional and the def2-TZVPD basis", "smiles": "N[C@@H]1C[NH2+]CS1", "lumo_ha": -0.1306, "mol_weight_g_mol": 105.19, "homo_ev": -13.3, "homo_lumo_gap_ev": 9.7116, "charge": 1, "species": ["N", "C", "C", "N", "C", "S", "H", "H", "H", "H", "H", "H", "H", "H", "H"], "xyz": [[-0.392, 2.065, -0.419], [-0.453, 1.041, 0.548], [0.982, 0.199, 0.551], [0.564, -1.250, 0.164], [-0.498, -1.290, -0.762], [-1.766, -0.290, 0.065], [-1.324, 2.601, -0.395], [-0.208, 1.693, -1.326], [-0.541, 1.344, 1.691], [1.747, 0.558, -0.063], [1.299, 0.090, 1.607], [1.397, -1.775, -0.005], [0.233, -1.685, 1.036], [-0.118, -0.977, -1.681], [-0.922, -2.324, -1.011]]}

=====

S.
{"formula": "C3H9N2S", "method": "the ωB97M-V functional and the def2-TZVPD basis", "lumo_ha": -0.1561, "mol_weight_g_mol": 105.19, "homo_ev": -11.9, "homo_lumo_gap_ev": 7.6567, "charge": 1, "species": ["C", "C", "C", "N", "N", "S", "H", "H", "H", "H", "H", "H", "H", "H", "H"], "xyz": [[1.220, 1.224, 1.249], [2.409, 2.102, 1.095], [-2.019, -1.438, -1.599], [0.783, 0.386, 0.352], [-2.625, -2.537, -1.181], [-0.533, -0.585, 0.516], [0.802, 1.256, 2.245], [3.041, 1.970, 0.174], [3.033, 1.940, 2.118], [2.205, 3.166, 1.153], [-1.197, -1.266, -2.375], [-2.608, -0.655, -1.344], [-3.358, -2.391, -0.489], [-2.405, -3.513, -1.405], [1.253, 0.340, -0.507]]}

=====

Least stable of them? P.

=====

P.
{"formula": "FH3OSi", "method": "the ωB97M-V functional and the def2-TZVPD basis", "smiles": "O=[SiH2].F", "lumo_ha": -0.0227, "mol_weight_g_mol": 66.11, "homo_ev": -10.7, "homo_lumo_gap_ev": 10.0625, "species": ["O", "Si", "H", "H", "F", "H"], "xyz": [[0.916, 0.658, -0.469], [-0.507, 0.303, 0.053], [-1.308, -0.372, -0.965], [-1.237, 0.440, 1.296], [1.435, -3.547, 1.478], [1.956, -2.933, 0.891]]}

=====

Q.
{"formula": "FH3OSi", "method": "the ωB97M-V functional and the def2-TZVPD basis", "lumo_ha": -0.0388, "mol_weight_g_mol": 66.11, "homo_ev": -9.6, "homo_lumo_gap_ev": 8.5392, "species": ["O", "F", "Si", "H", "H", "H"], "xyz": [[-1.988, 0.602, 0.256], [2.358, 0.387, 0.496], [2.175, -0.796, -0.653], [-1.086, 0.823, 0.346], [-2.027, -0.301, 0.090], [0.568, -0.714, -0.534]]}

=====

Least stable of them? P.

=====

P.
{"formula": "H10O4S", "method": "the ωB97M-V functional and the def2-TZVPD basis", "smiles": "O.O.O.O.S", "lumo_ha": 0.0089, "mol_weight_g_mol": 106.14, "homo_ev": -9.9, "homo_lumo_gap_ev": 10.1587, "species": ["O", "H", "H", "O", "H", "H", "O", "H", "H", "O", "H", "H", "S", "H", "H"], "xyz": [[0.452, -1.007, 3.855], [-0.464, -0.715, 3.880], [0.840, -0.435, 3.197], [-0.453, 3.303, -1.360], [0.186, 3.098, -0.660], [-0.106, 4.105, -1.772], [1.462, -0.398, -2.201], [1.986, 0.416, -2.322], [0.905, -0.451, -2.978], [1.822, -0.561, 0.832], [1.639, 0.115, 0.191], [1.109, -1.184, 0.642], [-1.825, -0.765, -0.537], [-1.851, -1.872, -1.274], [-1.550, -1.368, 0.636]]}

=====

Q.
{"formula": "H10O4S", "method": "the ωB97M-V functional and the def2-TZVPD basis", "smiles": "O.O.O.O.S", "lumo_ha": 0.0113, "mol_weight_g_mol": 106.14, "homo_ev": -9.7, "homo_lumo_gap_ev": 10.0525, "species": ["O", "H", "H", "O", "H", "H", "O", "H", "H", "O", "H", "H", "S", "H", "H"], "xyz": [[-1.234, -1.368, 1.685], [-0.513, -1.770, 2.175], [-1.385, -0.460, 1.938], [-1.536, -0.922, -1.070], [-2.009, -1.729, -0.793], [-0.800, -0.826, -0.414], [0.783, 3.146, -0.859], [0.874, 3.436, 0.065], [-0.231, 3.232, -0.871], [-2.078, 1.156, 0.556], [-2.547, 0.888, -0.244], [-2.474, 0.890, 1.388], [2.329, -1.193, -0.324], [1.756, -0.297, -1.057], [2.334, -0.438, 0.781]]}

=====

Least stable of them? Q.

=====

P.
{"formula": "C3H8O3S", "method": "the ωB97M-V functional and the def2-TZVPD basis", "smiles": "O=C(O)CCS.O", "lumo_ha": 0.0145, "mol_weight_g_mol": 124.16, "homo_ev": -9.4, "homo_lumo_gap_ev": 9.7776, "species": ["O", "C", "O", "C", "C", "S", "H", "H", "H", "H", "H", "H", "O", "H", "H"], "xyz": [[1.063, 1.019, 0.183], [-0.092, 0.685, 0.165], [-0.930, 1.026, 1.196], [-0.754, -0.068, -0.964], [0.111, 0.006, -2.228], [-0.695, -0.911, -3.602], [-0.490, 1.822, 1.559], [-0.832, -1.104, -0.633], [-1.713, 0.382, -1.207], [1.052, -0.525, -2.105], [0.319, 1.039, -2.487], [-1.119, 0.160, -4.294], [1.482, -1.497, 4.952], [1.113, -1.394, 4.074], [1.487, -0.639, 5.391]]}

=====

Q.
{"formula": "C3H8O3S", "method": "the ωB97M-V functional and the def2-TZVPD basis", "smiles": "O=C(O)CCS.O", "lumo_ha": 0.0162, "mol_weight_g_mol": 124.16, "homo_ev": -9.6, "homo_lumo_gap_ev": 10.0120, "species": ["O", "C", "O", "C", "C", "S", "H", "H", "H", "H", "H", "H", "O", "H", "H"], "xyz": [[-1.638, 2.817, -1.280], [-1.363, 1.769, -0.796], [-1.894, 1.387, 0.419], [-0.319, 0.779, -1.235], [0.607, 0.379, -0.076], [1.833, -0.835, -0.713], [-2.599, 2.018, 0.596], [-0.733, -0.139, -1.646], [0.229, 1.271, -2.039], [0.104, -0.176, 0.709], [1.135, 1.233, 0.329], [1.487, -1.961, -0.136], [1.366, -2.988, 2.098], [1.266, -2.157, 1.639], [0.520, -3.397, 2.133]]}

=====

Least stable of them? Q.

=====

P.
{"formula": "C5H8N2O4", "method": "the ωB97M-V functional and the def2-TZVPD basis", "smiles": "CN1C(=O)NC(=O)[C@H](O)[C@@H]1O", "lumo_ha": 0.0221, "mol_weight_g_mol": 160.13, "homo_ev": -10.3, "homo_lumo_gap_ev": 10.9012, "species": ["C", "N", "C", "O", "N", "C", "O", "C", "O", "C", "O", "H", "H", "H", "H", "H", "H", "H", "H"], "xyz": [[-2.473, -0.068, 0.165], [-1.031, 0.030, 0.102], [-0.652, 1.330, 0.165], [-1.442, 2.276, 0.329], [0.792, 1.560, 0.136], [1.715, 0.597, 0.079], [2.816, 0.648, -0.419], [1.193, -0.831, 0.528], [2.209, -1.706, 0.476], [-0.108, -1.040, -0.393], [0.200, -0.928, -1.702], [-2.855, -0.914, -0.355], [-2.718, -0.181, 1.139], [-2.983, 0.826, -0.296], [1.169, 2.524, 0.000], [0.801, -0.759, 1.630], [2.989, -1.138, 0.336], [-0.446, -2.011, -0.151], [0.821, -0.216, -1.768]]}

=====

Q.
{"formula": "C5H8N2O4", "method": "the ωB97M-V functional and the def2-TZVPD basis", "lumo_ha": [0.0171, 0.0178], "mol_weight_g_mol": 160.13, "homo_ev": [-7.4, -7.6], "homo_lumo_gap_ev": [7.8910, 8.0366], "species": ["C", "C", "C", "C", "C", "N", "N", "O", "O", "O", "O", "H", "H", "H", "H", "H", "H", "H", "H"], "xyz": [[-0.964, 1.467, 0.121], [-1.249, 0.161, 0.204], [1.017, -0.214, 0.216], [-2.654, -1.760, -0.297], [3.260, -0.762, -0.319], [1.201, 1.035, 0.390], [-1.490, 2.686, 0.189], [2.055, 1.901, 0.486], [-0.207, -0.661, 0.324], [-2.494, -0.395, 0.084], [1.958, -1.143, 0.082], [-2.786, -2.407, 0.517], [-1.840, -2.133, -0.900], [-3.747, -1.833, -0.690], [3.444, -0.558, -1.355], [3.915, -1.683, -0.197], [3.557, 0.100, 0.182], [-0.873, 3.349, -0.018], [-2.104, 2.849, 0.979]]}

=====

R.
{"formula": "C5H8N2O4", "method": "the ωB97M-V functional and the def2-TZVPD basis", "smiles": "CN1C(=O)NC(=O)[C@H](O)[C@@H]1O", "lumo_ha": 0.0176, "mol_weight_g_mol": 160.13, "homo_ev": -9.9, "homo_lumo_gap_ev": 10.4162, "species": ["C", "N", "C", "O", "N", "C", "O", "C", "O", "C", "O", "H", "H", "H", "H", "H", "H", "H", "H"], "xyz": [[0.885, 1.630, -0.577], [0.607, 0.351, 0.019], [1.626, -0.162, 0.794], [2.596, 0.464, 1.128], [1.344, -1.439, 1.348], [0.059, -2.033, 1.293], [-0.036, -3.214, 1.585], [-1.108, -1.137, 1.032], [-2.224, -1.853, 0.870], [-0.631, -0.354, -0.300], [-0.528, -1.203, -1.417], [-0.050, 2.121, -0.989], [1.517, 2.249, 0.035], [1.544, 1.489, -1.497], [2.051, -1.698, 1.960], [-1.140, -0.447, 1.895], [-1.994, -2.739, 0.862], [-1.337, 0.463, -0.532], [-1.064, -2.006, -1.297]]}

=====

Least stable of them? Q.